{"formula": "C5H15N2O2", "method": "ωB97M-V with the def2-TZVPD basis set", "species": ["C", "C", "C", "C", "C", "N", "N", "O", "O", "H", "H", "H", "H", "H", "H", "H", "H", "H", "H", "H", "H", "H", "H", "H"], "coordinates": [[4.24349, -0.15975, -0.45765], [2.91634, 0.58479, -0.56595], [2.10865, 0.16118, 0.68519], [0.63813, 0.44574, 0.79436], [-4.42136, -0.03604, -0.12276], [-5.31578, -0.93882, -0.46607], [-0.03885, -0.51354, -0.05828], [-5.03211, 1.14535, 0.24975], [-3.19078, -0.07290, -0.21856], [4.11050, -1.01815, -1.18209], [4.34982, -0.55877, 0.55849], [5.01899, 0.55691, -0.82492], [3.02547, 1.70432, -0.47045], [2.54419, 0.07505, -1.47849], [2.31509, -0.89043, 0.96133], [2.47338, 0.82466, 1.43481], [0.36198, 0.29877, 1.85115], [0.46178, 1.46511, 0.44009], [-6.37847, -0.83941, -0.35679], [-5.17166, -1.90635, -0.48069], [0.31086, -1.41940, 0.23805], [0.29629, -0.45826, -0.98057], [-4.54123, 1.95979, 0.38070], [-1.08470, -0.40985, 0.06935]], "nbo_charge": [-0.603, -0.422, -0.428, -0.235, 0.910, -0.809, -0.670, -0.716, -0.733, 0.209, 0.211, 0.238, 0.230, 0.198, 0.199, 0.236, 0.236, 0.233, 0.432, 0.411, 0.428, 0.433, 0.516, 0.496], "total_energy_ev": -12497.0941, "de_lowest_kcal_mol": 36.4, "charge": 1}

***

{"formula": "C49H46AsN4O2SSiSr", "method": "ωB97M-V with the def2-TZVPD basis set", "species": ["Sr", "O", "C", "N", "C", "O", "C", "C", "C", "C", "C", "N", "C", "C", "C", "C", "C", "N", "H", "H", "H", "H", "H", "H", "H", "H", "C", "Si", "C", "N", "C", "C", "C", "C", "C", "C", "C", "C", "C", "C", "C", "C", "C", "C", "C", "C", "C", "H", "H", "H", "H", "H", "H", "H", "H", "H", "H", "H", "H", "H", "H", "H", "H", "H", "H", "H", "H", "H", "H", "H", "H", "S", "C", "C", "C", "C", "C", "C", "As", "C", "C", "C", "C", "C", "C", "C", "C", "C", "C", "C", "C", "H", "H", "H", "H", "H", "H", "H", "H", "H", "H", "H", "H", "H", "H"], "coordinates": [[-0.66831, -0.13638, -0.47115], [-0.56238, 4.29018, -0.52599], [-0.84821, 3.10812, -0.46973], [-0.35171, 2.12380, 0.33414], [0.54010, 2.46181, 1.31355], [0.98376, 3.55580, 1.60886], [1.01065, 1.27222, 2.17774], [1.74559, 1.53729, 3.32195], [2.15004, 0.47419, 4.10937], [1.81789, -0.81436, 3.72581], [1.09359, -0.98265, 2.55682], [0.69679, 0.03367, 1.80425], [-1.95105, 2.65716, -1.46183], [-2.97146, 3.56119, -1.73009], [-3.92844, 3.22674, -2.66802], [-3.82272, 2.01826, -3.33308], [-2.77679, 1.17735, -3.00092], [-1.86558, 1.47423, -2.07985], [1.97706, 2.56546, 3.55847], [2.71711, 0.64925, 5.01379], [2.10744, -1.67613, 4.31017], [0.81600, -1.97105, 2.20380], [-2.97710, 4.50268, -1.19901], [-4.74737, 3.90181, -2.88331], [-4.54398, 1.70848, -4.07516], [-2.68100, 0.20654, -3.47119], [0.96045, -2.19054, -1.27037], [2.47916, -1.67893, -2.03308], [2.23518, -0.00688, -2.90463], [1.65368, 1.04927, -2.07772], [1.09934, 2.13819, -2.88503], [2.14676, 2.96198, -3.63313], [3.29464, 3.35542, -2.68559], [2.94291, 3.03531, -1.23654], [2.64553, 1.54742, -1.10092], [3.92438, -1.53808, -0.80586], [3.82267, -1.95401, 0.51628], [4.88203, -1.83368, 1.40834], [6.08481, -1.29544, 0.98433], [6.22122, -0.88463, -0.33508], [5.15508, -1.00849, -1.20962], [3.26164, -2.66545, -3.47655], [2.74065, -2.59978, -4.77164], [3.23514, -3.37669, -5.80950], [4.27804, -4.25912, -5.57725], [4.81396, -4.35159, -4.30309], [4.31006, -3.56620, -3.27645], [1.09869, -2.94347, -0.49257], [0.30801, -2.64227, -2.02888], [1.52894, -0.20562, -3.71880], [3.17268, 0.31204, -3.39622], [0.53739, 2.80554, -2.23003], [0.37054, 1.70334, -3.57420], [1.65849, 3.84916, -4.04493], [2.53272, 2.40310, -4.48899], [3.54429, 4.41290, -2.79721], [4.19880, 2.79761, -2.94994], [2.10577, 3.64258, -0.88281], [3.78273, 3.27264, -0.57761], [2.32598, 1.30529, -0.08727], [3.58374, 1.00206, -1.24716], [2.88919, -2.37853, 0.85921], [4.76297, -2.15633, 2.43539], [6.91340, -1.19581, 1.67399], [7.15816, -0.46587, -0.67869], [5.28155, -0.68424, -2.23598], [1.91975, -1.93096, -4.99094], [2.80297, -3.29331, -6.79816], [4.66605, -4.87101, -6.38179], [5.62811, -5.03750, -4.10689], [4.75393, -3.65859, -2.29372], [-3.49845, -1.27312, -1.01009], [-4.38670, -2.14527, 0.22678], [-5.39823, -3.05656, -0.11486], [-6.14795, -3.69602, 0.84987], [-5.92477, -3.45426, 2.20213], [-4.92790, -2.56277, 2.56846], [-4.17410, -1.91806, 1.59639], [-2.67618, -0.76406, 1.97988], [-2.58777, -0.91979, 3.93578], [-3.26264, -0.09132, 4.82575], [-3.15894, -0.29499, 6.19457], [-2.38534, -1.33287, 6.69210], [-1.71099, -2.16706, 5.81319], [-1.81014, -1.95319, 4.44594], [-3.47149, 1.03098, 1.80829], [-4.65758, 1.22275, 1.11103], [-5.15821, 2.50577, 0.93613], [-4.48037, 3.59875, 1.45758], [-3.30147, 3.40688, 2.16458], [-2.80255, 2.12386, 2.34146], [-5.58058, -3.24695, -1.16461], [-6.91816, -4.39379, 0.54309], [-6.51352, -3.95472, 2.95987], [-4.73741, -2.37019, 3.61812], [-3.87346, 0.72467, 4.45154], [-3.68959, 0.36093, 6.87280], [-2.30627, -1.48974, 7.75983], [-1.10543, -2.98213, 6.18725], [-1.27766, -2.61780, 3.77164], [-5.17335, 0.37528, 0.67919], [-6.07671, 2.64765, 0.38042], [-4.86849, 4.59875, 1.31227], [-2.75632, 4.25190, 2.56421], [-1.87337, 1.99003, 2.88732]], "lowdin_charge": [1.102, 0.068, -0.492, -0.016, -0.483, 0.067, -0.208, 0.004, -0.052, -0.060, -0.165, 0.026, -0.194, -0.010, -0.056, -0.056, -0.189, -0.009, 0.116, 0.105, 0.105, 0.108, 0.117, 0.106, 0.104, 0.097, -0.364, 0.530, -0.256, -0.206, -0.212, -0.165, -0.183, -0.170, -0.175, -0.250, -0.093, -0.095, -0.107, -0.096, -0.122, -0.221, -0.103, -0.105, -0.116, -0.104, -0.101, -0.056, -0.040, 0.080, 0.092, 0.086, 0.112, 0.107, 0.097, 0.101, 0.103, 0.101, 0.118, 0.096, 0.095, 0.076, 0.093, 0.092, 0.095, 0.105, 0.088, 0.093, 0.091, 0.093, 0.094, 0.467, -0.755, -0.139, -0.114, -0.116, -0.112, -0.435, 1.264, -0.390, -0.103, -0.092, -0.103, -0.096, -0.135, -0.385, -0.106, -0.091, -0.106, -0.082, -0.138, 0.088, 0.093, 0.088, 0.091, 0.100, 0.098, 0.095, 0.097, 0.094, 0.081, 0.100, 0.097, 0.107, 0.103], "total_energy_ev": -142008.0381, "de_lowest_kcal_mol": 10.9, "charge": -1}

***

{"formula": "C3H11N3O", "method": "ωB97M-V with the def2-TZVPD basis set", "species": ["N", "C", "N", "O", "H", "H", "H", "H", "C", "C", "N", "H", "H", "H", "H", "H", "H", "H"], "coordinates": [[1.34731, -1.23342, 1.46129], [1.33900, -1.27326, 0.10911], [1.85796, -0.35698, -0.71115], [2.39958, 0.70349, 0.09048], [1.59212, -0.32038, 1.82816], [0.59321, -1.69994, 1.94385], [0.98542, -2.20622, -0.33589], [3.26022, 0.85113, -0.33041], [-1.72062, 0.91425, 0.64463], [-1.11744, 0.04459, -0.43757], [-1.44477, 0.56732, -1.76677], [-1.57030, 0.47662, 1.63606], [-2.80520, 1.01407, 0.51905], [-1.29230, 1.92235, 0.63742], [-1.51890, -0.97064, -0.35954], [0.13678, 0.06983, -0.57024], [-0.99459, -0.00141, -2.48115], [-1.04748, 1.49860, -1.87732]], "nbo_charge": [-0.804, 0.260, -0.258, -0.633, 0.412, 0.396, 0.201, 0.483, -0.621, -0.282, -0.851, 0.197, 0.210, 0.203, 0.169, 0.224, 0.350, 0.345], "total_energy_ev": -9804.2183, "de_lowest_kcal_mol": 87.2}